# C15H31CaIP2

A structure of composition C15H31CaIP2 in a non-equilibrium geometry (the ωB97M-V functional and the def2-TZVPD basis, the Open Molecules 2025 dataset).

Structure (XYZ):
```
50
Properties=species:S:1:pos:R:3:forces:R:3
P 0.503 -2.149 -1.873 -1.30 1.18 -2.22
P -0.088 2.208 -1.891 -0.47 -1.54 -2.42
C 0.336 -0.703 -2.981 0.89 -0.25 -0.60
C 0.763 0.780 -2.721 1.14 0.51 -1.64
H -0.557 -1.034 -3.607 1.14 0.39 1.15
H 1.142 -0.931 -3.705 -0.52 -0.18 0.20
H 1.775 0.800 -2.200 -1.29 -0.26 -0.17
H 1.028 1.186 -3.724 0.32 -0.86 0.10
C -1.640 2.928 -2.634 -0.17 0.72 -0.99
H -1.975 3.543 -1.785 0.09 -0.20 0.17
H -2.635 2.412 -2.905 1.59 0.35 0.19
H -1.262 3.663 -3.367 -0.92 -0.05 -0.34
C 1.139 3.512 -2.260 -0.37 0.46 -1.28
H 0.749 4.077 -3.132 0.46 -0.18 0.11
H 2.160 3.155 -2.495 -0.58 0.07 0.25
H 1.157 4.250 -1.458 0.12 -0.29 0.32
C -0.693 -3.320 -2.621 0.37 -0.22 0.72
H -0.766 -4.148 -1.931 -0.09 -0.48 0.20
H -0.358 -3.720 -3.576 0.23 0.22 -0.06
H -1.706 -2.922 -2.743 0.18 0.47 0.12
C 2.139 -2.710 -2.410 0.37 -0.47 1.29
H 2.847 -1.864 -2.436 -0.33 -0.37 0.10
H 2.061 -3.172 -3.411 -0.14 0.28 0.54
H 2.463 -3.450 -1.664 0.36 0.02 -0.45
Ca -1.769 0.476 -4.129 -1.63 -0.96 2.26
C 0.318 1.664 -5.864 -0.10 0.72 -0.04
C -1.033 1.639 -5.793 -0.55 1.65 -0.53
C -1.990 0.890 -6.685 -0.27 -0.43 -1.11
C -1.667 -0.612 -7.046 -0.69 1.13 0.11
C -0.918 -1.310 -5.939 -0.66 -1.50 -0.16
C 0.441 -1.358 -5.917 0.70 0.21 0.05
C 1.371 -0.531 -6.757 0.47 0.46 -0.11
C 1.030 0.968 -6.964 1.28 -0.17 -0.76
C -0.007 -1.729 -0.220 0.08 -1.23 1.18
H 0.819 2.509 -5.363 -0.14 -0.61 -0.12
H -1.565 2.392 -5.159 0.69 0.04 -0.76
H -1.994 1.481 -7.596 -0.35 0.05 -0.58
H -3.039 0.968 -6.317 0.51 -0.06 0.10
H -2.626 -1.131 -7.195 0.18 0.18 0.02
H -1.163 -0.635 -8.027 0.12 -0.11 0.49
H -1.466 -2.148 -5.446 0.46 0.64 -0.46
H 0.962 -2.174 -5.395 -0.37 0.19 -0.05
H 1.488 -0.965 -7.762 0.01 -0.20 -0.06
H 2.379 -0.594 -6.311 -0.36 0.07 -0.09
H 1.987 1.509 -7.076 -0.21 -0.37 -0.14
H 0.538 1.111 -7.950 -0.08 -0.08 0.56
H 0.474 -0.827 0.151 -0.24 0.39 -0.24
H 0.173 -2.508 0.550 0.11 0.15 -0.61
H -1.112 -1.648 -0.270 0.52 0.45 -0.17
I -0.463 2.122 0.555 -0.56 0.07 5.96
```
Positions in Å, forces in eV/Å.

Summary:
Maximum force in eV/Å: 5.99
HOMO energy (alpha / beta) in eV: -3.7 / -3.5
LUMO energy (alpha / beta) in eV: -0.2133 / -0.3053
Molecular weight in u: 440.34
ΔE to the lowest compared entry with this formula, charge and spin in eV: 0.8295
Total charge: 0
Frontier orbital gap (alpha / beta) in eV: 3.47 / 3.16
Calculated total energy in a.u.: -2247.71745